C42H35N10OZn | ωB97M-V with the def2-TZVPD basis set

Cartesian coordinates (Å):
Zn 1.94697 0.16552 1.33296
C 6.04920 -0.64399 0.37266
C 6.07260 -1.81834 1.19798
C 5.08781 -2.08329 2.07524
C 3.85427 -1.21974 2.19087
N 4.01117 0.06697 1.45691
C 5.02560 0.24303 0.62167
N 3.67400 -0.94548 3.67499
C 2.81674 -0.09374 4.05719
N 1.98804 0.70932 3.25331
C 1.26439 1.53400 3.98727
N 0.38740 2.43975 3.58393
C 0.29406 2.81295 2.27188
C -0.90180 3.46770 1.88020
C -1.04909 3.93132 0.59861
C 0.00632 3.78894 -0.30892
C 1.13815 3.14284 0.14120
N 1.28607 2.62770 1.36696
C 1.53838 1.26233 5.42788
C 0.99508 1.78620 6.58530
C 1.43859 1.27685 7.80265
C 2.40369 0.27135 7.84407
C 2.94819 -0.25073 6.67362
C 2.50019 0.25422 5.46840
H 6.85680 -0.39441 -0.30269
H 6.93439 -2.47970 1.15176
H 5.18150 -2.89363 2.78540
H 5.02038 1.20318 0.09766
H -1.68308 3.57519 2.62112
H -1.97245 4.41137 0.29364
H -0.05442 4.16293 -1.32268
H 1.98610 2.99900 -0.52406
H 0.24809 2.56923 6.53487
H 1.03021 1.66174 8.72974
H 2.73006 -0.11142 8.80421
H 3.69935 -1.03073 6.69202
C -7.55678 0.65037 -8.73508
O -7.78616 0.65501 -7.33903
C -6.70065 0.59661 -6.52388
C -6.96395 0.60663 -5.15489
C -5.92900 0.55017 -4.24895
C -4.60063 0.48189 -4.67744
C -4.35225 0.47223 -6.04113
C -5.38714 0.52889 -6.96904
C -3.53149 0.41967 -3.67420
N -3.72108 0.39139 -2.37918
C -2.46582 0.33530 -1.82553
C -1.50289 0.32980 -2.80341
N -2.19920 0.38386 -3.98788
C -0.09967 0.25002 -2.54077
C 0.91454 0.21302 -3.50806
C 2.22264 0.10651 -3.10754
C 2.50772 0.07216 -1.73775
N 1.56410 0.14294 -0.82320
C 0.27462 0.20328 -1.19069
C -0.73429 0.18822 -0.13397
N -0.29669 0.07036 1.12924
C -1.16835 0.00302 2.11121
C -2.54910 0.07039 1.89873
C -3.01652 0.19828 0.61584
C -2.09874 0.24789 -0.43996
H -8.53456 0.70626 -9.20445
H -7.05674 -0.26724 -9.05467
H -6.95991 1.51184 -9.04468
H -7.99429 0.66001 -4.82816
H -6.12322 0.55646 -3.18442
H -3.33843 0.41703 -6.42095
H -5.15047 0.51795 -8.02229
H -1.80626 0.39225 -4.91144
H 0.66396 0.25919 -4.56223
H 3.02935 0.05665 -3.82550
H 3.52457 -0.02812 -1.36832
H -0.75486 -0.10109 3.10785
H -3.22376 0.02621 2.74250
H -4.07504 0.25300 0.39551
C 2.59551 -3.69608 0.19293
C 2.19001 -3.11120 1.56470
C 2.72264 -4.04875 2.66787
C 0.65713 -3.15293 1.65334
N 2.58577 -1.72839 1.66317
H 2.29138 -4.74666 0.08028
H 3.67904 -3.62247 0.07657
H 2.12557 -3.10747 -0.60224
H 2.12019 -4.96355 2.70482
H 2.66788 -3.55090 3.63901
H 3.75507 -4.33820 2.48351
H 0.27232 -4.17072 1.52297
H 0.22298 -2.51722 0.87502
H 0.33797 -2.77223 2.62801

Gap between HOMO and LUMO: 4.02 eV
LUMO: 1.57 eV
Molar mass: 761.20 g/mol
Net charge: -1

***

C42H35N5O11S3SeW | ωB97M-V with the def2-TZVPD basis set

Cartesian coordinates (Å):
W -1.07960 -0.60673 -1.01350
O -4.80709 -1.96087 -0.26104
S -3.82836 -1.32846 -1.06839
O -3.18964 -0.09945 -0.49482
O -2.58854 -2.13308 -1.35503
C -4.50029 -1.02784 -2.67714
C -5.88360 -0.97049 -2.77669
C -6.46617 -0.83315 -4.02728
C -5.66989 -0.77683 -5.16312
C -4.28400 -0.83568 -5.06148
C -3.69694 -0.93445 -3.81584
S -1.78841 -0.96316 -3.70615
O -1.29548 -0.51230 -4.98782
O -1.89380 0.23462 -2.69660
O -0.52216 -1.55981 -2.71502
H -6.48011 -1.02678 -1.87553
H -7.54305 -0.77974 -4.11009
H -6.12714 -0.67744 -6.13938
H -3.65093 -0.77132 -5.93731
C 11.05940 -3.90246 4.69599
O 9.81926 -4.56866 4.85714
C 8.75838 -4.09890 4.16254
C 7.56285 -4.80378 4.31895
C 6.42775 -4.40101 3.65540
C 6.44941 -3.28399 2.81471
C 7.64225 -2.59165 2.66512
C 8.79556 -2.98570 3.32998
C 5.22033 -2.89206 2.12327
N 4.07949 -3.53810 2.18494
C 3.21176 -2.82410 1.40380
C 3.83733 -1.72695 0.85309
N 5.12734 -1.78443 1.31932
C 3.20094 -0.83042 -0.05989
C 3.80562 0.17656 -0.82121
C 3.05711 0.84462 -1.76515
C 1.69904 0.56631 -1.88267
N 1.10024 -0.32447 -1.10937
C 1.83534 -1.06839 -0.26333
C 1.17280 -2.22132 0.27991
N -0.09270 -2.42272 -0.15709
C -0.70711 -3.54233 0.18008
C -0.09635 -4.51263 0.98121
C 1.17508 -4.30805 1.45329
C 1.84724 -3.13468 1.08248
H 11.77501 -4.44828 5.30309
H 11.00199 -2.86874 5.04503
H 11.38396 -3.91771 3.65285
H 7.55554 -5.66705 4.97065
H 5.49986 -4.94352 3.77346
H 7.70734 -1.72435 2.01847
H 9.70602 -2.42249 3.18942
H 5.85912 -1.12000 1.14555
H 4.85872 0.39957 -0.70355
H 3.49744 1.59471 -2.40566
H 1.07504 1.08581 -2.59402
H -1.71505 -3.66647 -0.17925
H -0.64880 -5.40767 1.22672
H 1.67595 -5.03279 2.08103
C -3.46832 6.65114 -0.29148
C -4.07675 5.33612 0.11600
C -4.63269 5.16257 1.38110
C -5.16975 3.94316 1.76034
C -5.13431 2.88183 0.86634
C -4.58905 3.03218 -0.40069
C -4.07459 4.26381 -0.76959
S -5.82705 1.32919 1.33846
O -6.18722 0.60104 0.14939
O -6.84497 1.60098 2.31221
N -4.59949 0.49753 2.07388
C -3.31843 1.13775 2.38273
C -2.33850 0.10521 2.93940
C -1.87711 -0.84179 1.85391
O -2.35815 -1.94839 1.73105
O -0.98370 -0.31735 1.01970
H -3.71874 7.44109 0.41542
H -3.81362 6.95136 -1.28126
H -2.38021 6.56866 -0.33833
H -4.65581 5.99543 2.07366
H -5.62802 3.80828 2.73109
H -4.56748 2.19166 -1.08041
H -3.64420 4.38746 -1.75583
H -4.52250 -0.42250 1.64976
H -3.47422 1.90824 3.13873
H -2.88533 1.61545 1.50102
H -2.82957 -0.47747 3.71841
H -1.47826 0.62975 3.35585
Se -0.86267 1.93785 -0.44060
C -0.40559 3.00601 -1.97016
C -1.18214 3.04878 -3.12534
C -0.82003 3.88494 -4.17478
C 0.29969 4.69780 -4.07387
C 1.06453 4.67156 -2.91456
C 0.71766 3.82478 -1.87175
H -2.05686 2.42120 -3.20899
H -1.42290 3.89859 -5.07411
H 0.57290 5.35064 -4.89275
H 1.93373 5.31089 -2.82090
H 1.31439 3.79580 -0.96713

Gap between HOMO and LUMO (alpha / beta): 5.55 / 6.55 eV
LUMO (alpha / beta): -1.19 / -1.26 eV
Multiplicity: 3
Molar mass: 1144.77 g/mol
⟨S²⟩: 2.013
Net charge: 0

***

C42H35N7O2V | ωB97M-V with the def2-TZVPD basis set

Cartesian coordinates (Å):
V -16.78789 8.93828 -10.60599
C -19.20216 11.56717 -8.95526
C -17.81289 12.15567 -8.74458
C -17.66038 13.13943 -7.76377
C -16.39040 13.54862 -7.36280
C -15.23534 12.96011 -7.98404
C -15.35093 11.96875 -8.94348
C -14.09849 11.32854 -9.65271
C -16.66853 11.65817 -9.38866
N -16.83515 10.91849 -10.60197
C -17.17670 11.64407 -11.75258
O -17.32203 12.88238 -11.93525
C -17.12110 10.70611 -12.84386
C -17.68496 10.83586 -14.11037
C -17.41667 9.85961 -15.04854
C -16.61365 8.76292 -14.73781
C -16.30225 8.54203 -13.38999
N -16.53662 9.53554 -12.47595
C -15.76614 7.31377 -12.78446
O -15.31615 6.34596 -13.39331
N -15.81666 7.39187 -11.39032
C -15.45824 6.22472 -10.71100
C -14.09643 6.17228 -10.23513
C -13.15779 7.36006 -10.26723
C -13.60867 4.99583 -9.68873
C -14.36488 3.83389 -9.63002
C -15.72873 3.96672 -9.99615
C -16.25603 5.05883 -10.70555
C -17.58928 4.85085 -11.25249
H -19.18725 10.45558 -8.80602
H -19.58255 11.63874 -9.97388
H -19.81504 12.09504 -8.27935
H -18.49945 13.63346 -7.34428
H -16.22335 14.31416 -6.63103
H -14.21205 13.14995 -7.67735
H -14.11791 11.42270 -10.77339
H -14.06945 10.25832 -9.49749
H -13.21769 11.88049 -9.31613
H -18.27189 11.75539 -14.26694
H -17.85525 9.98566 -16.00216
H -16.14836 8.15543 -15.54246
H -13.66762 8.19089 -9.82526
H -12.72050 7.71524 -11.25647
H -12.26513 7.19408 -9.62200
H -12.58710 4.96290 -9.29730
H -13.98148 2.83774 -9.35367
H -16.31606 3.05545 -9.99023
H -17.63978 4.03070 -11.94838
H -18.10193 5.69903 -11.75477
H -18.31547 4.58148 -10.37723
N -16.15861 8.70092 -8.69723
C -15.74843 8.67849 -7.62468
C -15.19396 8.51884 -6.34017
C -14.95653 9.51822 -5.36098
C -14.02623 9.26652 -4.36876
C -13.39154 8.05253 -4.35554
C -13.69996 6.99117 -5.18053
C -14.58071 7.18731 -6.16629
H -15.49073 10.44763 -5.50668
H -13.76812 10.06895 -3.69534
H -12.62646 7.89190 -3.53401
H -13.32646 6.03912 -4.94957
H -14.89470 6.30086 -6.74994
N -23.01614 5.79697 -8.81853
C -24.36343 5.56696 -9.10430
C -25.31611 4.75621 -8.52310
C -26.60032 4.74220 -9.11746
C -26.81764 5.54815 -10.23563
C -25.86961 6.39330 -10.81705
C -24.64670 6.42058 -10.20743
N -23.52600 7.06104 -10.60254
C -22.56433 6.63699 -9.78831
C -21.18604 7.07568 -9.92392
C -20.13583 6.62778 -9.11450
C -18.88585 7.24026 -9.24664
N -18.67067 8.21865 -10.19340
C -19.69437 8.52756 -10.99635
C -20.92088 8.01227 -10.90253
H -22.53508 5.35190 -8.06802
H -25.04936 4.22632 -7.62413
H -27.34297 3.98288 -8.81819
H -27.79522 5.47806 -10.67741
H -25.93845 6.87987 -11.81751
H -20.24726 5.80153 -8.38831
H -18.02221 6.71762 -8.75822
H -19.45349 9.30081 -11.77836
H -21.81318 8.34036 -11.50397

Gap between HOMO and LUMO (alpha / beta): 5.19 / 7.29 eV
LUMO (alpha / beta): -0.63 / -0.67 eV
Multiplicity: 4
Molar mass: 720.73 g/mol
⟨S²⟩: 3.783
Net charge: 0

***

C42H36BFO24 | ωB97M-V with the def2-TZVPD basis set

Cartesian coordinates (Å):
O -1.04285 -5.55576 -4.64035
C -0.02903 -4.98414 -5.00152
C 0.14375 -4.34189 -6.28975
C 1.30688 -3.73869 -6.57379
O 1.55167 -3.12776 -7.71528
C 2.45666 -3.70425 -5.59468
O 3.47434 -3.14444 -5.95592
C 2.27973 -4.33195 -4.29967
C 1.11368 -4.93218 -4.01555
O 0.86134 -5.52085 -2.86129
H -0.68373 -4.36836 -6.98413
H 2.46628 -2.78461 -7.65157
H 3.09701 -4.29170 -3.59530
H -0.05729 -5.85293 -2.92332
O 5.18547 1.68144 4.17086
C 5.89102 2.65428 3.97225
C 7.28036 2.58167 3.57195
C 7.97551 3.71468 3.39088
O 9.23934 3.74398 3.02648
C 7.35498 5.07576 3.59547
O 8.07031 6.04440 3.42430
C 5.95864 5.14653 3.97716
C 5.26383 4.01322 4.15453
O 3.99463 3.98337 4.50164
H 7.71565 1.60283 3.42993
H 9.49138 4.68839 2.97327
H 5.51886 6.12464 4.10730
H 3.74354 3.03995 4.56263
O 0.84302 -1.31335 0.63266
C -0.17675 -1.71065 0.10190
C -0.21531 -2.66158 -0.98848
C -1.39821 -3.01097 -1.51541
O -1.52018 -3.84224 -2.52552
C -2.69733 -2.44926 -1.00347
O -3.71804 -2.81141 -1.55661
C -2.66052 -1.51096 0.10403
C -1.47945 -1.15991 0.62543
O -1.32923 -0.29801 1.62494
H 0.72369 -3.05582 -1.35488
H -2.47051 -3.90930 -2.74533
H -3.60356 -1.12365 0.46393
H -0.36131 -0.22338 1.76358
O -2.81325 1.58880 3.47170
C -3.75804 1.28853 4.17192
C -4.37820 2.21399 5.10047
C -5.40351 1.81753 5.86393
O -6.02181 2.59745 6.73025
C -5.94589 0.41427 5.78553
O -6.86992 0.12875 6.52403
C -5.34771 -0.50719 4.83493
C -4.31901 -0.11022 4.06978
O -3.74611 -0.90794 3.18636
H -3.97624 3.21573 5.14159
H -6.72123 2.05231 7.14275
H -5.76088 -1.50393 4.77584
H -3.00013 -0.45065 2.74386
O 0.40077 5.96068 -0.41345
C -0.54295 5.68917 0.30497
C -1.16058 6.62312 1.23043
C -2.18793 6.22059 1.99335
O -2.80902 7.00064 2.85535
C -2.72620 4.81512 1.92152
O -3.65391 4.51444 2.64737
C -2.12068 3.89056 0.98510
C -1.09748 4.28932 0.21943
O -0.48964 3.51283 -0.65810
H -0.76418 7.62728 1.27244
H -3.50851 6.45598 3.26864
H -2.52900 2.89084 0.93954
H 0.21166 4.05773 -1.06900
O -4.16345 -1.59530 -4.14476
C -5.17935 -1.07270 -4.56138
C -5.55736 -1.00289 -5.95886
C -6.68989 -0.37334 -6.30418
O -7.11094 -0.25797 -7.54664
C -7.59212 0.27245 -5.28047
O -8.58838 0.83584 -5.69413
C -7.22783 0.17830 -3.88147
C -6.09829 -0.45729 -3.53353
O -5.69829 -0.60711 -2.28886
H -4.90153 -1.46204 -6.68451
H -7.94978 0.24486 -7.50897
H -7.89186 0.62439 -3.15537
H -4.87215 -1.13618 -2.31504
C 3.48210 0.27104 0.46843
C 4.56103 -0.01465 1.13182
C 5.67510 -0.86788 0.67911
B 5.37684 -1.90654 -0.44227
C 4.16246 -2.90343 -0.46882
F 3.93136 -3.24634 -1.81251
C 4.39875 -4.18043 0.25499
C 4.66080 -4.01981 1.74819
H 2.76581 0.91261 0.89757
H 3.24258 -0.12588 -0.48571
H 4.66926 0.40283 2.08995
H 5.99767 -1.43469 1.53258
H 6.49927 -0.24438 0.41913
H 6.11707 -1.96436 -1.37692
H 3.25877 -2.45073 -0.11236
H 5.16984 -4.75277 -0.20948
H 3.50930 -4.75479 0.15066
H 5.48227 -4.61679 2.04551
H 3.81200 -4.34061 2.29617
H 4.82637 -3.00735 2.03041

Gap between HOMO and LUMO: 7.68 eV
LUMO: -1.81 eV
Molar mass: 954.54 g/mol
Net charge: 0
SMILES: O=C1C=C(O)C(=O)C=C1O.O=C1C=C(O)C(=O)C=C1O.O=C1C=C(O)C(=O)C=C1O.O=C1C=C(O)C(=O)C=C1O.O=C1C=C(O)C(=O)C=C1O.O=C1C=C(O)C(=O)C=C1O.C=CCB[C@@H](F)CC

***

C42H36BrN6O7Ru | ωB97M-V with the def2-TZVPD basis set

Cartesian coordinates (Å):
Ru -0.01098 0.85552 -0.29389
O 3.10087 -1.12164 2.29312
C 3.41299 -0.09241 3.13268
C 4.47993 -0.24556 4.00877
C 4.82732 0.79014 4.85992
C 4.12784 1.99044 4.83321
C 3.06328 2.13414 3.95749
C 2.68005 1.09702 3.11599
C 1.48135 1.25782 2.21396
O 1.51169 0.38315 1.12937
N 0.25741 1.03831 3.00336
N -0.80433 0.82450 2.19019
C -1.83235 0.21923 2.63031
C -2.98478 -0.09429 1.78778
Br -2.89995 0.53120 -0.00210
C -4.01833 -0.79221 2.26018
C -5.17899 -1.35767 1.55095
C -5.05913 -1.97161 0.30519
C -6.15919 -2.56593 -0.29125
C -7.39312 -2.55106 0.34345
C -7.51993 -1.95178 1.58859
C -6.41662 -1.37199 2.19242
H 2.49802 -0.71486 1.60787
H 5.02587 -1.17982 4.00232
H 5.65782 0.66283 5.54228
H 4.40763 2.80328 5.48911
H 2.50728 3.06429 3.92029
H 1.42530 2.29707 1.87384
H 0.34883 0.38274 3.77399
H -1.87254 -0.14933 3.65765
H -3.99038 -0.99259 3.32901
H -4.09534 -2.01783 -0.18305
H -6.04796 -3.05190 -1.25151
H -8.25018 -3.01771 -0.12382
H -8.47654 -1.94452 2.09395
H -6.51449 -0.91305 3.16908
C 5.58518 -0.87853 -0.65713
C 4.44096 -1.31904 -1.30916
C 3.37581 -0.45205 -1.49418
C 3.45418 0.84442 -1.01093
C 4.59299 1.29502 -0.36190
C 5.65944 0.42734 -0.18771
N 2.26945 1.64675 -1.13761
N 2.45444 2.85701 -0.93721
C 1.29423 3.61788 -0.60585
C 1.47994 4.99451 -0.57628
C 0.43324 5.81511 -0.19256
C -0.78351 5.24486 0.16247
C -0.94801 3.86338 0.13478
C 0.09028 3.00989 -0.23717
H 6.41638 -1.55490 -0.50813
H 4.37769 -2.33713 -1.67040
H 2.47294 -0.76396 -2.00731
H 4.61845 2.30429 0.02472
H 6.54678 0.76649 0.33045
H 2.44511 5.39821 -0.85537
H 0.56422 6.88876 -0.16989
H -1.60843 5.87778 0.46534
H -1.91377 3.45010 0.40530
O 0.99919 -2.71281 3.09465
C 1.15144 -3.88968 2.32536
N -0.09612 -4.59671 2.26697
C -1.14635 -4.36650 1.42533
O -2.22697 -4.89523 1.59236
C -0.93337 -3.49795 0.21411
C -1.33337 -3.98105 -1.02703
C -1.18664 -3.17686 -2.14337
C -0.66360 -1.90406 -1.98427
N -0.31407 -1.42530 -0.78948
C -0.44202 -2.20889 0.28715
H 1.84774 -2.23214 3.08755
H 1.89040 -4.55281 2.78071
H 1.47911 -3.65740 1.30903
H -0.36163 -5.12162 3.08791
H -1.76189 -4.97242 -1.09754
H -1.47992 -3.51673 -3.12629
H -0.52177 -1.24088 -2.82791
H -0.15340 -1.77354 1.23725
O 1.32902 1.32682 -4.64508
C 0.15829 1.36549 -5.30945
C 0.20944 1.43130 -6.70290
C -0.95598 1.47867 -7.43984
C -2.19965 1.45516 -6.81001
C -2.25122 1.38033 -5.43303
C -1.08802 1.33556 -4.66335
C -1.21643 1.22150 -3.17867
O -2.31438 1.09558 -2.64313
O -0.09424 1.23571 -2.51868
H 1.09444 1.33213 -3.68678
H 1.18096 1.44734 -7.17843
H -0.89857 1.53721 -8.51965
H -3.11039 1.49179 -7.39176
H -3.19631 1.35782 -4.90670

Gap between HOMO and LUMO (alpha / beta): 6.89 / 6.59 eV
LUMO (alpha / beta): -0.41 / -1.51 eV
Multiplicity: 6
Molar mass: 917.76 g/mol
⟨S²⟩: 8.758
Net charge: 0